Here is C45H39N2O2P2PdSeSi as an isolated structure from OMol25. Energies are from ωB97M-V/def2-TZVPD.

```
93
Properties=species:S:1:pos:R:3:mulliken_charge:R:1
Pd -1.210 0.772 0.209 -0.303
C -1.973 3.344 2.690 -1.489
Si -1.094 1.730 2.285 2.062
C 0.679 1.762 2.967 0.567
C 1.169 1.347 4.214 -0.298
C 2.512 1.492 4.524 -0.871
C 3.375 2.082 3.604 -0.858
C 2.900 2.511 2.375 -0.283
C 1.561 2.306 2.035 -0.258
P 0.590 2.712 0.410 1.758
C 1.412 1.471 -0.676 0.060
C 1.929 0.273 -0.182 -0.413
C 2.476 -0.671 -1.038 -0.468
C 2.526 -0.433 -2.407 -0.725
C 2.010 0.755 -2.909 -0.553
C 1.445 1.692 -2.051 -0.546
C 1.697 4.187 0.089 0.264
C 2.955 4.111 -0.500 -0.465
C 3.760 5.241 -0.628 -0.718
C 3.325 6.467 -0.157 -0.554
C 2.073 6.561 0.440 -0.610
C 1.272 5.437 0.556 -0.675
C -2.001 0.417 3.373 0.635
C -2.339 0.695 4.703 -0.575
C -2.949 -0.250 5.513 -0.922
C -3.231 -1.510 5.004 -0.783
C -2.896 -1.815 3.694 -0.781
C -2.287 -0.865 2.879 -0.289
P -1.749 -1.163 1.147 1.294
C -3.021 -2.304 0.460 1.026
C -3.889 -1.765 -0.479 -0.722
C -4.895 -2.543 -1.046 -0.703
C -5.030 -3.873 -0.686 -0.524
C -4.158 -4.429 0.246 -0.919
C -3.164 -3.652 0.813 -0.395
C -0.298 -2.268 1.435 0.591
C 0.592 -1.886 2.440 -0.581
C 1.798 -2.544 2.620 -0.456
C 2.139 -3.611 1.799 -0.754
C 1.260 -4.008 0.801 -0.932
C 0.056 -3.341 0.619 -0.167
H -1.933 3.589 3.753 0.368
H -3.021 3.252 2.395 0.374
H -1.540 4.145 2.090 0.192
H 0.499 0.910 4.949 0.492
H 2.882 1.161 5.488 0.387
H 4.424 2.203 3.852 0.406
H 3.579 2.981 1.673 0.455
H 1.897 0.084 0.884 0.203
H 2.864 -1.599 -0.628 0.374
H 2.958 -1.164 -3.080 0.365
H 2.031 0.950 -3.975 0.407
H 1.012 2.604 -2.444 0.521
H 3.320 3.162 -0.872 0.366
H 4.733 5.155 -1.099 0.396
H 3.953 7.345 -0.257 0.368
H 1.717 7.516 0.809 0.404
H 0.289 5.527 1.000 0.244
H -2.123 1.681 5.102 0.298
H -3.211 -0.010 6.537 0.382
H -3.714 -2.255 5.625 0.418
H -3.127 -2.802 3.313 0.309
H -3.757 -0.729 -0.777 0.265
H -5.562 -2.105 -1.777 0.439
H -5.807 -4.480 -1.134 0.386
H -4.256 -5.470 0.528 0.400
H -2.482 -4.095 1.528 0.405
H 0.350 -1.045 3.075 0.212
H 2.476 -2.212 3.397 0.460
H 3.081 -4.128 1.936 0.356
H 1.514 -4.841 0.156 0.397
H -0.609 -3.664 -0.172 0.536
C -0.641 -2.106 -2.354 -0.570
N -0.553 -1.427 -3.625 0.696
C -1.057 -0.182 -3.876 -0.642
Se -1.825 0.977 -2.688 -0.118
N -0.755 0.076 -5.186 0.169
C -0.043 -0.962 -5.749 0.181
C 0.498 -1.161 -7.004 -1.002
C 1.170 -2.358 -7.232 -0.438
C 1.292 -3.322 -6.234 -0.775
C 0.743 -3.120 -4.969 -0.487
C 0.082 -1.929 -4.750 1.025
H -0.792 -1.358 -1.576 -0.680
H 0.294 -2.627 -2.152 0.388
H -1.479 -2.805 -2.361 0.413
H -0.979 0.966 -5.595 0.286
H 0.406 -0.411 -7.780 0.401
H 1.608 -2.543 -8.204 0.374
H 1.821 -4.242 -6.441 0.387
H 0.835 -3.864 -4.189 0.441
O -1.814 2.801 -0.555 -0.722
O -0.575 3.496 -0.545 -0.580
```

Computed properties:
ΔE to the lowest compared entry with this formula, charge and spin, kcal/mol: 16.6
LUMO level, eV: 2.31
Total charge: -1
Largest force on an atom, eV/A: 0.5
Molecular weight, g mol⁻¹: 915.2